Entry P
{"formula": "C2H4N2OS", "method": "ωB97M-V/def2-TZVPD", "charge": 0, "multiplicity": 1, "e_homo_ev": -8.3, "mol_weight_g_mol": 104.13, "gap_ev": 8.9970, "e_lumo_ha": 0.025, "species": ["C", "C", "N", "N", "O", "S", "H", "H", "H", "H"], "coordinates": [[2.437, -1.162, 0.094], [-1.152, 0.227, -0.242], [2.065, -0.687, -0.934], [-1.021, 0.467, 1.021], [2.541, -1.605, 1.172], [-2.137, -1.138, -0.405], [-2.723, -0.861, -1.721], [2.254, -0.580, -1.909], [-0.465, 1.281, 1.377], [-1.494, 0.036, 1.784]]}


Entry Q
{"formula": "C2H4N2OS", "method": "ωB97M-V/def2-TZVPD", "charge": 0, "multiplicity": 1, "e_homo_ev": -9.0, "mol_weight_g_mol": 104.13, "gap_ev": 9.6218, "e_lumo_ha": 0.024, "smiles": "[H]/N=C/N(S)C=O", "species": ["H", "N", "C", "N", "S", "C", "O", "H", "H", "H"], "coordinates": [[3.054, -1.010, 0.046], [2.293, -0.307, -0.047], [1.206, -0.949, 0.053], [-0.047, -0.268, -0.066], [0.053, 1.429, 0.020], [-1.207, -0.993, -0.049], [-2.297, -0.453, 0.051], [1.082, -2.018, 0.344], [-1.274, 1.503, -0.137], [-1.049, -2.047, -0.224]]}


Entry R
{"formula": "C2H4N2OS", "method": "ωB97M-V/def2-TZVPD", "charge": 0, "multiplicity": 1, "e_homo_ev": -8.5, "mol_weight_g_mol": 104.13, "gap_ev": 9.1578, "e_lumo_ha": 0.026, "smiles": "C1=NSCON1", "species": ["C", "N", "S", "C", "O", "N", "H", "H", "H", "H"], "coordinates": [[-0.787, -0.878, -0.680], [-1.014, -1.024, 0.641], [-0.314, -0.288, 1.929], [0.759, 0.566, 0.879], [0.101, 1.163, -0.220], [0.222, 0.038, -1.088], [-1.571, -1.300, -1.355], [1.571, -0.110, 0.502], [1.308, 1.482, 1.400], [-0.276, 0.352, -2.008]]}


Entry S
{"formula": "C2H4N2OS", "method": "ωB97M-V/def2-TZVPD", "charge": 0, "multiplicity": 1, "e_homo_ev": -9.3, "mol_weight_g_mol": 104.13, "gap_ev": 9.2409, "e_lumo_ha": -0.002, "smiles": "NC(=O)NC=S", "species": ["N", "C", "O", "N", "C", "S", "H", "H", "H", "H"], "coordinates": [[0.588, 1.400, 0.037], [1.043, 0.116, -0.006], [2.214, -0.212, -0.039], [0.051, -0.892, -0.015], [-1.309, -0.878, -0.037], [-2.312, 0.400, -0.022], [-0.404, 1.630, -0.023], [1.316, 2.110, -0.098], [0.560, -1.813, 0.063], [-1.747, -1.861, 0.140]]}


Relative energies with respect to the most stable structure, expressed in eV: entry P 2.792; entry Q 1.528; entry R 4.785; entry S 0.000.


Entry P
{"formula": "C4H4O", "method": "ωB97M-V/def2-TZVPD", "charge": 0, "multiplicity": 1, "e_homo_ev": -8.7, "mol_weight_g_mol": 68.07, "gap_ev": 9.8387, "e_lumo_ha": 0.043, "smiles": "c1ccoc1", "species": ["C", "C", "C", "O", "C", "H", "H", "H", "H"], "coordinates": [[0.311, -0.592, -0.758], [-0.916, -0.092, -0.376], [-0.695, 0.701, 0.734], [0.637, 0.701, 0.983], [1.231, -0.107, 0.145], [0.372, -1.266, -1.675], [-1.906, -0.408, -0.699], [-1.346, 1.271, 1.369], [2.312, -0.206, 0.277]]}


Entry Q
{"formula": "C4H4O", "method": "ωB97M-V/def2-TZVPD", "charge": 0, "multiplicity": 1, "e_homo_ev": [-8.3, -8.3], "mol_weight_g_mol": 68.08, "gap_ev": [7.7784, 7.7750], "e_lumo_ha": [-0.018, -0.018], "species": ["C", "C", "C", "C", "O", "H", "H", "H", "H"], "coordinates": [[-0.850, 1.278, -0.514], [0.128, 0.495, 0.160], [1.652, 0.076, -0.023], [0.610, -0.846, -0.431], [2.753, 0.509, -0.049], [-1.408, 2.040, 0.028], [0.061, 0.420, 1.213], [0.553, -1.827, 0.067], [0.583, -0.655, -1.470]]}


Relative energies with respect to the most stable structure, expressed in eV: entry P 0.000; entry Q 4.952.


Entry P
{"formula": "C6H9N7", "method": "ωB97M-V/def2-TZVPD", "charge": 0, "multiplicity": 1, "e_homo_ev": [-7.6, -7.0], "mol_weight_g_mol": 179.19, "gap_ev": [7.7423, 6.3091], "e_lumo_ha": [0.005, -0.027], "species": ["C", "C", "C", "C", "C", "C", "N", "N", "N", "N", "N", "N", "N", "H", "H", "H", "H", "H", "H", "H", "H", "H"], "coordinates": [[-2.119, -1.020, -0.353], [-0.914, 0.682, -0.866], [0.024, 2.731, -1.812], [-0.068, -1.887, 1.631], [1.220, 1.834, -0.155], [1.225, -2.556, 2.081], [-2.795, -0.303, -1.210], [-2.060, 0.799, -1.441], [1.151, 3.518, -1.465], [1.788, 2.953, -0.534], [-0.821, -0.605, -0.186], [0.124, -1.028, 0.638], [0.115, 1.552, -0.902], [-2.361, -1.952, 0.093], [-0.995, 3.138, -1.564], [0.147, 2.515, -2.960], [-1.010, -2.314, 1.743], [1.668, 1.141, 0.589], [1.800, -1.899, 2.735], [1.776, -2.701, 1.161], [1.041, -3.557, 2.578], [1.064, -1.039, 0.200]]}


Entry Q
{"formula": "C6H9N7", "method": "ωB97M-V/def2-TZVPD", "charge": 0, "multiplicity": 1, "e_homo_ev": -9.4, "mol_weight_g_mol": 179.19, "gap_ev": 9.0766, "e_lumo_ha": -0.013, "smiles": "NCCNc1ccc2nnnn2n1", "species": ["N", "C", "C", "N", "C", "C", "C", "C", "N", "N", "N", "N", "N", "H", "H", "H", "H", "H", "H", "H", "H", "H"], "coordinates": [[-1.176, 3.340, -1.211], [-0.440, 2.031, -1.200], [-1.345, 0.852, -1.178], [-0.677, -0.477, -1.276], [0.095, -0.908, -0.201], [0.797, -2.148, -0.302], [1.397, -2.698, 0.755], [1.331, -1.848, 1.941], [1.672, -1.968, 3.230], [1.297, -0.894, 3.943], [0.630, -0.082, 3.070], [0.731, -0.683, 1.889], [0.198, -0.041, 0.838], [-1.607, 3.388, -0.327], [-2.053, 3.351, -1.839], [0.011, 1.947, -2.267], [0.389, 1.992, -0.519], [-2.053, 0.837, -0.284], [-1.885, 0.797, -2.241], [-0.232, -0.554, -2.239], [0.973, -2.591, -1.334], [1.945, -3.642, 0.752]]}


Relative energies with respect to the most stable structure, expressed in eV: entry P 2.895; entry Q 0.000.


Entry P
{"formula": "CH2Cl3OP", "method": "ωB97M-V/def2-TZVPD", "charge": 0, "multiplicity": 1, "e_homo_ev": -9.1, "mol_weight_g_mol": 167.36, "gap_ev": 8.7281, "e_lumo_ha": -0.014, "species": ["C", "O", "P", "Cl", "Cl", "Cl", "H", "H"], "coordinates": [[1.703, 0.173, 0.414], [-2.905, -1.286, -0.664], [-2.448, -0.109, 0.078], [0.190, -0.690, -0.142], [2.954, -1.001, 0.306], [1.865, 1.535, -0.675], [1.393, 0.293, 1.512], [-2.752, 1.085, -0.828]]}


Entry Q
{"formula": "CH2Cl3OP", "method": "ωB97M-V/def2-TZVPD", "charge": 0, "multiplicity": 1, "e_homo_ev": -9.4, "mol_weight_g_mol": 167.36, "gap_ev": 9.2508, "e_lumo_ha": -0.006, "species": ["C", "O", "P", "Cl", "Cl", "Cl", "H", "H"], "coordinates": [[-0.873, 0.414, -0.635], [1.247, -1.175, 0.836], [0.796, 0.380, 1.014], [-2.175, -0.640, 0.067], [-0.357, -0.221, -2.214], [-1.490, 2.056, -0.707], [1.149, -1.575, 1.651], [1.703, 0.761, -0.011]]}


Relative energies with respect to the most stable structure, expressed in eV: entry P 0.559; entry Q 0.000.


Entry P
{"formula": "C2HBr3O2", "method": "ωB97M-V/def2-TZVPD", "charge": 0, "multiplicity": 1, "e_homo_ev": -10.7, "mol_weight_g_mol": 296.74, "gap_ev": 9.3329, "e_lumo_ha": -0.051, "smiles": "O=C(Br)C(=O)Br.Br", "species": ["O", "C", "Br", "C", "O", "Br", "Br", "H"], "coordinates": [[-0.817, -1.957, -1.374], [-0.077, -1.119, -0.967], [1.712, -1.351, -0.131], [-0.348, 0.425, -0.966], [0.373, 1.202, -0.447], [-1.960, 1.092, -1.798], [-0.150, 0.742, 2.734], [1.267, 0.965, 2.950]]}


Entry Q
{"formula": "C2HBr3O2", "method": "ωB97M-V/def2-TZVPD", "charge": 0, "multiplicity": 1, "e_homo_ev": -10.4, "mol_weight_g_mol": 296.74, "gap_ev": 10.2399, "e_lumo_ha": -0.007, "species": ["C", "C", "O", "O", "Br", "Br", "Br", "H"], "coordinates": [[-0.046, 0.075, 0.653], [-0.001, -0.036, -1.011], [-0.828, 0.899, 1.048], [0.512, -0.715, 1.571], [0.953, 1.515, -1.435], [0.811, -1.696, -1.559], [-1.825, 0.214, -1.633], [0.424, -0.256, 2.365]]}


Relative energies with respect to the most stable structure, expressed in eV: entry P 0.000; entry Q 0.376.


Entry P
{"formula": "C8H13N2", "method": "ωB97M-V/def2-TZVPD", "charge": 1, "multiplicity": 1, "e_homo_ev": [-12.4, -13.8], "mol_weight_g_mol": 137.21, "gap_ev": [7.0213, 8.9416], "e_lumo_ha": [-0.196, -0.177], "species": ["C", "C", "C", "C", "C", "C", "C", "C", "N", "N", "H", "H", "H", "H", "H", "H", "H", "H", "H", "H", "H", "H", "H"], "coordinates": [[-0.693, -2.439, 0.675], [-1.461, -1.055, -1.262], [-1.679, -0.524, 1.308], [2.017, -0.236, -0.376], [-0.217, 1.022, -0.400], [-0.465, -1.594, -0.397], [-1.085, -0.201, -0.056], [1.994, 2.194, 0.050], [-1.368, -1.885, 1.617], [1.226, 0.875, 0.207], [-0.481, -3.511, 0.782], [-1.209, -0.626, -2.343], [-2.428, -1.639, -1.342], [-1.602, 0.256, 2.069], [-2.772, -0.483, 1.342], [1.475, -1.197, -0.036], [2.026, -0.145, -1.463], [-0.139, 1.063, -1.460], [-0.629, 2.069, -0.093], [1.262, 2.992, 0.084], [2.674, 2.262, 0.845], [2.504, 2.165, -0.948], [1.053, 0.638, 1.199]]}


Entry Q
{"formula": "C8H13N2", "method": "ωB97M-V/def2-TZVPD", "charge": 1, "multiplicity": 1, "e_homo_ev": -13.5, "mol_weight_g_mol": 137.21, "gap_ev": 8.5804, "e_lumo_ha": -0.181, "species": ["C", "C", "C", "C", "C", "C", "C", "C", "N", "N", "H", "H", "H", "H", "H", "H", "H", "H", "H", "H", "H", "H", "H"], "coordinates": [[-0.154, -0.205, 0.371], [0.704, -1.293, -0.440], [2.079, -1.006, 0.150], [-2.588, -0.772, -0.471], [-1.648, -0.173, 0.629], [1.921, 0.459, 0.646], [-2.419, 0.967, 0.505], [2.325, 1.569, -0.327], [-3.243, 0.541, -0.399], [0.543, 0.672, 0.985], [0.302, -2.315, -0.319], [0.847, -1.059, -1.526], [2.455, -1.718, 0.929], [2.889, -0.989, -0.526], [-2.140, -0.932, -1.456], [-3.230, -1.747, -0.455], [-1.744, -0.726, 1.557], [2.399, 0.383, 1.652], [-2.256, 2.120, 0.773], [3.240, 1.276, -0.742], [2.323, 2.497, 0.245], [1.497, 1.617, -0.995], [-4.104, 0.835, -0.786]]}


Relative energies with respect to the most stable structure, expressed in eV: entry P 3.774; entry Q 0.000.